# C25H28O4S4SbSe4Tc

C25H28O4S4SbSe4Tc as an isolated structure (ωB97M-V/def2-TZVPD, the OMol25 dataset).

XYZ file:
```
67
Properties=species:S:1:pos:R:3:forces:R:3
Tc 0.101 -0.053 0.788 0.2672 -0.0751 0.3372
O -3.716 2.448 6.243 -0.0146 0.0346 0.0588
C -3.095 2.035 5.318 -0.0037 -0.0643 -0.0938
S -3.486 0.477 4.514 -0.0629 -0.0020 0.0437
C -2.246 0.533 3.314 0.0955 0.0812 0.0478
C -1.423 1.704 3.324 -0.1252 -0.0481 0.0416
S -0.183 1.917 2.284 0.2665 -0.0114 -0.1116
S -1.712 2.875 4.593 0.0373 0.0630 -0.0004
S -1.998 -0.708 2.272 0.2514 0.0477 -0.2415
Se 4.974 -2.143 2.028 -0.0493 0.0510 -0.0225
Sb 3.825 -0.179 1.420 0.2038 0.0445 0.0128
Se 1.600 -0.106 2.751 -0.3224 -0.0972 0.0992
Se 2.031 -0.063 -0.493 -0.2829 0.0465 -0.0984
Se 4.712 1.951 0.886 -0.0408 -0.0379 0.0402
C -3.711 -0.720 -0.408 0.0016 -0.0061 0.0070
C -3.511 0.646 -1.062 0.0017 -0.0180 -0.0030
C -2.794 0.500 -2.406 0.0144 -0.0216 0.0311
C -2.912 1.759 -0.203 -0.1365 0.0368 0.0412
C -3.783 2.634 0.437 -0.0043 -0.0588 -0.0009
C -3.356 3.844 0.973 0.0427 0.0270 -0.0110
C -2.061 4.265 0.734 0.0036 -0.0229 -0.0068
C -1.134 3.428 0.111 0.0183 0.1441 0.1100
C 0.174 4.033 -0.401 -0.0601 0.0219 -0.1030
C 1.441 3.851 0.431 0.0275 -0.0829 0.0216
C 0.438 3.623 -1.854 0.0308 -0.0193 -0.0014
C -1.550 2.108 -0.186 0.0172 0.0099 -0.1024
O -0.588 1.215 -0.505 -0.0003 -0.1301 -0.0374
H -4.359 -1.327 -1.043 0.0001 -0.0100 -0.0209
H -4.187 -0.632 0.570 -0.0151 -0.0027 -0.0301
H -2.771 -1.263 -0.306 -0.0267 0.0293 0.0055
H -4.515 1.022 -1.282 0.0031 0.0068 -0.0108
H -1.797 0.081 -2.279 -0.0056 -0.0058 -0.0165
H -2.705 1.461 -2.913 0.0151 0.0168 -0.0034
H -3.356 -0.177 -3.051 -0.0093 0.0069 0.0056
H -4.837 2.381 0.468 -0.0056 -0.0058 0.0035
H -4.062 4.496 1.469 0.0018 0.0073 0.0144
H -1.756 5.271 0.999 -0.0091 0.0180 0.0058
H -0.032 5.108 -0.406 -0.0032 -0.0085 -0.0226
H 1.778 2.813 0.474 -0.0570 0.0465 0.0158
H 1.327 4.227 1.447 -0.0111 -0.0018 0.0308
H 2.255 4.407 -0.038 -0.0205 -0.0051 0.0159
H 0.730 2.573 -1.920 -0.0050 0.0705 -0.0095
H 1.249 4.228 -2.261 0.0035 0.0032 -0.0106
H -0.446 3.773 -2.476 -0.0090 -0.0086 -0.0057
C 5.198 -4.701 -1.105 0.0395 0.0314 -0.0330
C 3.797 -4.165 -1.063 -0.0397 -0.0142 0.0165
C 3.007 -4.338 0.066 0.0471 0.0052 -0.0319
C 1.744 -3.778 0.172 0.0030 0.0279 0.0356
C 0.967 -3.982 1.446 -0.0767 -0.0192 -0.0155
C 1.245 -3.061 -0.922 0.0274 0.0244 -0.1100
C 1.994 -2.921 -2.108 0.0159 -0.0082 0.0805
C 1.461 -2.206 -3.320 -0.0344 -0.0182 -0.0102
C 3.273 -3.459 -2.140 -0.0301 -0.0092 0.0310
C -0.120 -2.479 -0.885 0.0621 -0.0181 0.0067
O -0.958 -2.572 -1.728 -0.0171 0.0163 -0.0107
O -0.413 -1.762 0.269 -0.0363 -0.0726 0.0061
H 5.385 -5.390 -0.284 -0.0103 -0.0072 0.0119
H 5.913 -3.880 -1.019 -0.0195 -0.0210 0.0089
H 5.396 -5.219 -2.044 -0.0008 0.0078 -0.0119
H 3.400 -4.899 0.904 0.0048 -0.0065 0.0149
H 1.374 -4.830 1.993 -0.0026 -0.0011 0.0043
H -0.090 -4.170 1.256 0.0213 -0.0017 0.0164
H 1.035 -3.106 2.094 0.0218 0.0175 -0.0001
H 1.009 -1.245 -3.067 -0.0046 -0.0080 -0.0078
H 0.688 -2.799 -3.809 0.0030 -0.0113 -0.0053
H 2.267 -2.028 -4.030 -0.0039 0.0129 -0.0054
H 3.874 -3.325 -3.031 0.0072 0.0030 -0.0165
```
Forces are in eV/Å.

E_LUMO (alpha / beta) in eV: -2.91 / -2.91
Strongest force on any atom in eV/Å: 0.44
Total energy in eV: -348032.8560
ΔE to the lowest compared entry with this formula, charge and spin in kcal/mol: 0.0


# C5H11BN

An isolated ion of composition C5H11BN and charge +1 at a distorted geometry (ωB97M-V/def2-TZVPD, the OMol25 dataset).

XYZ file:
```
18
Properties=species:S:1:pos:R:3:forces:R:3
B 0.688 0.815 -1.336 -2.6335 -0.4426 0.9355
C 0.583 1.174 1.228 3.6859 2.6702 -1.9267
C -0.576 0.680 1.261 -3.6674 -2.5655 2.6596
C 1.491 1.026 0.003 1.3355 0.1221 1.2139
C -0.779 0.339 -1.087 5.9248 -0.4018 1.3618
C -0.637 -1.773 0.343 1.8552 2.0291 0.6055
N -1.030 -0.271 0.246 -2.0495 0.3525 -1.1378
H 0.706 1.492 -2.273 0.6467 0.4298 -0.9414
H 0.758 2.038 1.862 0.4863 -0.5924 0.6276
H -1.259 0.684 2.147 0.4914 0.4361 -1.0716
H 2.436 0.474 0.276 -1.1368 -0.1767 -0.3942
H 1.971 1.993 -0.103 -0.0383 0.5064 -0.1796
H -1.610 0.340 -1.662 -2.4499 -0.2277 -2.1937
H 0.551 -0.387 -2.000 -1.3201 0.3432 0.8734
H -1.047 -2.036 1.345 0.5369 -0.6832 -1.1534
H -0.991 -2.147 -0.581 -1.1782 -1.1749 -0.3168
H 0.505 -1.850 0.172 -1.7523 0.3764 1.0812
H -2.082 -0.166 0.335 1.2632 -1.0010 -0.0436
```
Forces are in eV/Å.

E_LUMO in eV: -5.20
Strongest force on any atom in eV/Å: 6.09
Net charge: +1
Total energy in eV: -7518.6673
ΔE to the lowest compared entry with this formula, charge and spin in kcal/mol: 80.3


# C27H56NO13PS

C27H56NO13PS as an isolated structure at a distorted geometry (ωB97M-V/def2-TZVPD, the OMol25 dataset).

XYZ file:
```
99
Properties=species:S:1:pos:R:3:forces:R:3
C -2.195 -0.859 4.098 0.9342 0.2755 0.2993
C -1.059 0.256 4.497 3.5010 -1.6197 4.7243
O -0.229 -0.063 5.526 -4.9168 2.0241 -6.1161
N -0.835 1.595 3.830 -0.4162 -1.9941 -0.0559
C -0.222 1.474 2.453 0.0697 1.1821 -1.3287
C 1.293 2.161 2.439 0.5913 -0.7559 0.1626
C 2.202 1.788 3.752 0.6969 -0.0922 0.1466
C 3.003 0.363 3.568 0.7822 1.4052 -0.3865
O 2.145 -0.821 3.756 0.7174 -0.8877 -1.9189
S 2.913 -2.052 2.816 -0.1305 -3.2712 3.2803
O 2.694 -3.394 3.554 -0.1091 4.5345 -2.6651
O 2.187 -2.134 1.239 1.5334 -0.9489 1.1499
P 3.422 -2.428 0.031 -0.1225 0.6176 -2.1236
O 2.940 -3.943 -0.750 -0.0657 1.9103 2.8368
O 5.011 -2.566 0.731 -1.4529 0.6219 -0.2158
H -2.306 -0.990 2.930 0.0796 0.5527 2.6793
H -3.207 -0.545 4.629 2.0376 -0.5791 -1.2663
H -1.832 -1.889 4.579 -0.8892 2.5307 -1.0851
H -1.676 2.211 3.854 0.7536 -1.1589 -0.4652
H -0.873 2.135 1.702 1.4289 -1.6874 1.6667
H -0.224 0.368 2.018 0.1747 2.2735 1.1749
H 1.266 3.334 2.351 -0.3041 -2.3486 0.2220
H 1.902 1.764 1.493 -1.3991 0.8773 1.8590
H 3.027 2.643 3.860 -1.5501 -1.9985 -0.2798
H 1.626 1.768 4.770 0.7579 -0.0222 -2.1508
H 3.925 0.256 4.306 -1.9336 0.3784 -1.4707
H 3.389 0.332 2.461 -0.4420 0.2503 2.0127
H 1.976 -4.077 -0.511 1.2420 0.1070 -0.3422
H 5.440 -1.642 0.702 -1.2401 -1.9764 -0.1171
C -0.045 -5.339 -4.966 -0.3309 0.3858 0.0901
C 0.629 -5.118 -3.639 -0.6071 0.9144 0.8871
O 0.176 -4.323 -2.817 0.5641 -0.9082 -0.8238
C 1.879 -5.907 -3.355 0.0700 0.1829 0.5103
H -0.934 -4.703 -5.033 0.1757 -0.1361 0.0775
H 0.637 -5.073 -5.778 -0.0300 -0.2777 0.0207
H -0.354 -6.384 -5.057 0.1875 0.0151 -0.1360
H 2.647 -5.666 -4.095 -0.0908 -0.2098 -0.0640
H 1.656 -6.977 -3.373 0.1066 0.0380 -0.2203
H 2.256 -5.645 -2.361 -0.0575 -0.0578 -0.2818
C 2.967 -2.967 -8.385 -0.4823 0.0476 0.1834
C 3.158 -4.397 -7.954 -1.1048 -0.7612 0.7352
O 2.269 -5.010 -7.364 1.1518 0.7558 -0.7409
C 4.477 -5.047 -8.273 -0.1234 -0.4565 0.2143
H 1.968 -2.629 -8.088 0.2256 -0.0996 -0.0565
H 3.710 -2.330 -7.899 0.0615 -0.0216 -0.2190
H 3.053 -2.892 -9.472 0.1924 0.0898 0.0894
H 5.288 -4.503 -7.782 0.0108 0.0490 -0.2251
H 4.631 -5.065 -9.355 0.1429 0.1602 0.0864
H 4.472 -6.078 -7.903 -0.0223 0.2415 -0.0773
C -4.597 3.874 0.710 -0.0153 -0.5300 -0.1499
C -3.440 3.767 1.667 0.4584 -1.0410 0.2744
O -2.951 2.677 1.959 -0.7455 1.2860 -0.2803
C -2.904 5.047 2.253 0.4187 -0.2330 0.3023
H -4.878 2.872 0.368 0.0786 0.1827 0.1281
H -5.456 4.324 1.214 0.0907 0.1676 -0.1305
H -4.308 4.472 -0.157 -0.1021 0.1747 0.1965
H -3.687 5.550 2.826 0.0176 0.1168 -0.1832
H -2.539 5.697 1.454 -0.3011 -0.0215 0.1370
H -2.071 4.817 2.925 -0.1786 -0.0125 -0.0772
C -2.151 -5.639 6.804 -0.4114 -0.0783 -0.3350
C -1.941 -4.162 6.610 -0.7541 0.8912 -0.8417
O -2.663 -3.508 5.858 0.7369 -0.9908 0.9540
C -0.815 -3.515 7.371 -0.1348 0.4940 -0.2143
H -2.998 -5.969 6.193 0.1773 0.0878 0.1273
H -1.259 -6.186 6.489 -0.0024 0.0037 0.2285
H -2.375 -5.848 7.854 0.2149 -0.0705 -0.0381
H 0.137 -3.966 7.081 -0.0437 -0.0599 0.1847
H -0.979 -3.629 8.446 0.1517 -0.1697 -0.0387
H -0.783 -2.446 7.133 0.0250 -0.2059 -0.0151
C -2.121 8.560 -1.535 -0.5119 0.0506 0.2068
C -1.930 7.130 -1.104 -0.8675 -0.7673 0.5838
O -2.818 6.517 -0.514 0.9317 0.7894 -0.7963
C -0.611 6.480 -1.423 -0.2346 -0.3786 0.2746
H -3.120 8.898 -1.238 0.2187 -0.0935 -0.0606
H -1.378 9.197 -1.049 0.0673 -0.0294 -0.2241
H -2.035 8.635 -2.622 0.1961 0.0850 0.0933
H 0.200 7.024 -0.932 0.0464 0.0170 -0.2888
H -0.457 6.462 -2.505 0.1817 0.1653 0.1141
H -0.616 5.449 -1.053 0.0021 0.2257 -0.0876
C 3.085 7.722 -4.474 -0.0861 0.2985 0.4034
C 2.835 6.402 -3.795 -0.3817 -0.1008 1.5793
O 2.532 6.344 -2.604 0.3472 0.0971 -1.5167
C 2.971 5.156 -4.629 -0.1127 -0.3292 0.3785
H 2.951 8.533 -3.751 0.0313 -0.2032 -0.1450
H 4.109 7.756 -4.853 -0.1427 -0.0182 -0.1848
H 2.372 7.860 -5.291 0.2080 -0.0430 -0.1069
H 3.991 5.076 -5.014 -0.1373 0.0561 -0.1805
H 2.253 5.180 -5.452 0.2087 0.0347 -0.0999
H 2.762 4.279 -4.007 0.0448 0.2185 -0.1217
C -4.185 -3.865 0.239 0.3695 0.2495 -0.3373
C -3.812 -3.167 1.520 1.1099 1.0649 0.0914
O -2.920 -2.321 1.550 -1.2276 -1.2786 -0.4300
C -4.574 -3.545 2.762 0.2709 0.3998 0.3196
H -3.553 -3.492 -0.574 -0.1191 -0.0802 0.1963
H -4.025 -4.941 0.342 -0.2221 0.0339 0.0051
H -5.230 -3.657 -0.007 0.0003 -0.2156 0.0818
H -4.431 -4.606 2.978 -0.1926 0.0377 -0.0501
H -5.636 -3.323 2.629 0.0030 -0.2301 -0.0394
H -4.197 -2.961 3.610 -0.0512 -0.1994 -0.1631
```
Forces are in eV/Å.

E_LUMO in eV: 0.43
Strongest force on any atom in eV/Å: 8.10
Total energy in eV: -77133.4817


# C5H16NO2

A 4-piece molecular cluster, C5H16NO2 overall at a distorted geometry (ωB97M-V/def2-TZVPD, the OMol25 dataset).

XYZ file:
```
24
Properties=species:S:1:pos:R:3:forces:R:3
C 0.965 -0.154 2.293 1.0588 -0.1133 0.6372
O -0.457 2.438 -1.248 -0.1051 0.3965 1.5740
C 0.059 -0.760 1.231 -1.2778 -1.2696 -1.3149
C 0.285 -0.226 -0.184 0.2404 -1.1578 -0.5406
C -0.675 -0.799 -1.231 -1.9039 2.2776 -0.1999
C -0.142 -1.486 -2.453 1.2609 -0.9250 0.0574
N 0.180 -2.135 0.816 -0.9406 2.6211 0.7250
H 1.937 -0.393 1.857 0.4065 0.5185 0.2954
H 0.766 0.955 2.198 0.2880 -1.2985 0.7299
H 1.043 -0.551 3.357 -0.8618 0.6042 -1.3831
H -1.055 -0.492 1.433 0.8985 -0.9046 0.1507
H 0.355 0.927 -0.154 0.0854 1.6264 -0.2820
H 1.247 -0.563 -0.438 1.7361 0.3290 -0.5075
H -1.129 -1.602 -0.604 -0.5882 -0.0583 -0.0073
H -1.483 -0.014 -1.511 0.9514 -1.4910 0.7042
H -0.938 -2.078 -2.953 0.4135 0.4454 0.4312
H 0.246 -0.768 -3.189 0.0521 -0.2157 0.1788
H 0.685 -2.204 -2.134 -0.8736 0.8320 -0.6876
H -0.714 2.476 -0.179 -0.6049 1.0058 -3.0010
H 0.229 -2.799 1.551 0.0152 -1.4207 1.5829
H -0.714 3.217 -1.829 0.2829 -0.8090 1.4158
H -0.593 2.952 1.878 0.9470 2.4098 2.3953
H 0.800 1.635 0.304 -0.9850 -1.0463 -0.7296
O -0.897 2.427 1.188 -0.4957 -2.3562 -2.2242
```
Forces are in eV/Å.

E_LUMO (alpha / beta) in eV: -13.15 / -13.51
Strongest force on any atom in eV/Å: 3.53
⟨S²⟩: 1.084
Net charge: +2
Multiplicity: 2
Total energy in eV: -10998.5695
ΔE to the lowest compared entry with this formula, charge and spin in kcal/mol: 281.6